Record 1
Formula: C2H4N2S2
Source: the OMol25 dataset
Level of theory: ωB97M-V/def2-TZVPD

Structure (ORCA input):
```
! RIJCOSX wB97M-V def2-TZVPD def2/J DEFGRID3
* xyz 0 1
C -0.85618 -1.28968 -0.11482
C 0.10160 -0.27365 0.25872
N -2.09200 -1.19710 -0.08449
N -0.18190 1.94119 -0.70398
S -2.85222 0.17688 0.25929
S -0.86290 1.27656 0.58428
H -0.42700 -2.31425 -0.36180
H 0.73518 -0.50283 1.22193
H 0.85667 -0.04508 -0.57161
H -0.20018 2.98692 -0.71309
*
```

Output
Highest occupied orbital energy (spin up / spin down) ... -8.38 / -8.38 eV
Frontier orbital gap (spin up / spin down) ... 8.51 / 8.51 eV
LUMO level (spin up / spin down) ... 0.1 / 0.1 eV

=====

Record 2
Formula: C2H4N2S2
Source: the OMol25 dataset
Level of theory: ωB97M-V/def2-TZVPD

Structure (ORCA input):
```
! RIJCOSX wB97M-V def2-TZVPD def2/J DEFGRID3
* xyz 0 1
C -1.50992 0.41053 0.95881
C 1.77289 -1.22425 -0.42625
H -0.01145 1.40770 -1.17512
H -2.02044 0.21202 1.96009
H 2.08723 -1.77939 0.44956
H 2.43250 -1.34555 -1.34975
N -2.12797 1.24442 0.26469
N 0.70182 -0.49396 -0.55698
S -1.38884 1.89304 -1.17304
S 0.06420 -0.32456 1.04798
*
```

Output
Highest occupied orbital energy ... -8.57 eV
Frontier orbital gap ... 8.75 eV
LUMO level ... 0.2 eV

=====

Record 3
Formula: C2H4N2S2
Source: the OMol25 dataset
Level of theory: ωB97M-V/def2-TZVPD

Structure (ORCA input):
```
! RIJCOSX wB97M-V def2-TZVPD def2/J DEFGRID3
* xyz 0 1
C 0.34237 -0.27321 0.00557
C -0.90136 0.61554 -0.01478
H 1.91985 1.22147 -0.24688
H 2.68450 -0.49603 0.45269
H 0.61775 -2.39128 -0.05916
H -3.10715 0.80622 0.23922
N 1.69050 0.25654 -0.20609
N -0.11800 -1.54455 -0.01712
S -2.40233 -0.36672 -0.11129
S -0.72613 2.17203 -0.04216
*
```

Output
Highest occupied orbital energy ... -8.92 eV
Frontier orbital gap ... 8.15 eV
LUMO level ... -0.8 eV

=====

Record 4
Formula: C2H4N2S2
Source: the OMol25 dataset
Level of theory: ωB97M-V/def2-TZVPD

Structure (ORCA input):
```
! RIJCOSX wB97M-V def2-TZVPD def2/J DEFGRID3
* xyz 0 3
C -2.43040 -0.56813 0.65346
C 0.89420 0.31203 -0.62251
N -2.12537 -1.37127 -0.28043
N -1.40965 -1.28449 -1.22267
S -1.90998 1.14476 0.50257
S -0.81479 0.72148 -1.22573
H -3.19308 -0.64815 1.37454
H 1.64336 1.23109 -0.65958
H 1.28036 -0.42308 -1.18865
H 0.74026 -0.09840 0.45899
*
```

Output
⟨S²⟩ ... 2.043
Highest occupied orbital energy (spin up / spin down) ... -5.62 / -9.04 eV
Frontier orbital gap (spin up / spin down) ... 5.90 / 7.78 eV
LUMO level (spin up / spin down) ... 0.3 / -1.3 eV

=====

Record 5
Formula: C2H4N2S3
Source: the OMol25 dataset
Level of theory: ωB97M-V/def2-TZVPD

Structure (ORCA input):
```
! RIJCOSX wB97M-V def2-TZVPD def2/J DEFGRID3
* xyz 0 1
C 1.45906 -0.33502 -0.09975
C -0.69524 -1.16977 0.17713
N 0.47535 -1.15782 -0.48703
N -0.42880 1.39385 0.49011
S 2.99986 -0.94532 -0.13580
S 1.19771 1.35528 0.17762
S -1.20410 2.62158 -0.41151
H -1.58268 -1.49801 -0.31189
H -0.70293 -0.89636 1.22180
H 0.73030 -1.95400 -1.05057
H -2.24852 2.58558 0.42988
*
```

Output
Highest occupied orbital energy (spin up / spin down) ... -7.49 / -8.09 eV
Frontier orbital gap (spin up / spin down) ... 6.32 / 7.33 eV
LUMO level (spin up / spin down) ... -1.2 / -0.8 eV

=====

Record 6
Formula: C2H4N2S3
Source: the OMol25 dataset
Level of theory: ωB97M-V/def2-TZVPD

Structure (ORCA input):
```
! RIJCOSX wB97M-V def2-TZVPD def2/J DEFGRID3
* xyz 0 1
C -0.75032 0.49208 -1.68808
C -0.56201 -0.18634 -0.45812
N 0.22052 -0.02246 0.60859
N 1.34447 0.54206 0.81672
S -0.85192 2.01554 -2.29874
S -1.81394 -1.52544 -0.06283
S 2.11345 0.28952 2.22134
H -1.21956 -0.10187 -2.46604
H -0.29785 -0.33076 1.50211
H -0.90417 -2.63121 -0.23300
H 2.72131 1.45887 2.05804
*
```

Output
Highest occupied orbital energy (spin up / spin down) ... -8.01 / -7.93 eV
Frontier orbital gap (spin up / spin down) ... 6.71 / 6.93 eV
LUMO level (spin up / spin down) ... -1.3 / -1.0 eV

=====

Record 7
Formula: C2H4N2S3
Source: the OMol25 dataset
Level of theory: ωB97M-V/def2-TZVPD

Structure (ORCA input):
```
! RIJCOSX wB97M-V def2-TZVPD def2/J DEFGRID3
* xyz 0 1
N -1.28242 -1.19739 -0.21185
C -2.20007 -0.46362 -0.00420
S -2.63480 1.27033 0.18295
S -3.91074 -0.45455 0.01177
H -0.36955 -0.89941 -0.19891
C 2.24638 -0.55908 0.15269
N 1.32211 0.26286 -0.02843
S 1.29483 1.86821 0.14994
H 3.29807 -0.16332 0.54113
H 2.15582 -1.66421 0.05536
H 0.08037 2.00020 -0.65045
*
```

Output
Highest occupied orbital energy ... -8.83 eV
Structure (SMILES) ... N=C1SS1.C=NS
Frontier orbital gap ... 8.26 eV
LUMO level ... -0.6 eV

=====

Record 8
Formula: C2H4N3O
Source: the OMol25 dataset
Level of theory: ωB97M-V/def2-TZVPD

Structure (ORCA input):
```
! RIJCOSX wB97M-V def2-TZVPD def2/J DEFGRID3
* xyz 1 1
C 0.54534 -0.48023 0.99333
C 1.39342 -1.20941 0.25567
N -0.18325 0.57429 0.77172
N -0.54649 0.84010 -0.49473
N -1.08951 0.03895 -1.35561
O -1.45997 0.42870 -2.45470
H 0.67760 -0.78888 1.98999
H 1.66166 -1.94203 -0.42900
H -0.79536 0.86938 1.57566
H -0.20343 1.66913 -0.85232
*
```

Output
Highest occupied orbital energy (spin up / spin down) ... -14.01 / -14.01 eV
Frontier orbital gap (spin up / spin down) ... 5.82 / 5.82 eV
LUMO level (spin up / spin down) ... -8.2 / -8.2 eV

=====

Record 9
Formula: C2H4N3OP
Source: the OMol25 dataset
Level of theory: ωB97M-V/def2-TZVPD

Structure (ORCA input):
```
! RIJCOSX wB97M-V def2-TZVPD def2/J DEFGRID3
* xyz 0 1
C 0.77540 -1.37123 -0.55101
C -0.26592 -0.50337 -0.14861
N 0.41412 -1.70576 -1.83857
N -1.14105 -0.34818 -1.11400
N -0.74195 -1.13181 -2.02825
O 0.46202 2.48871 2.16864
P -0.18901 1.08863 2.68037
H 1.85519 -1.40329 -0.20664
H -1.19957 -1.16688 -2.93828
H 1.39510 2.60153 2.05033
H -1.36431 1.45164 1.92602
*
```

Output
Highest occupied orbital energy (spin up / spin down) ... -9.85 / -8.05 eV
Frontier orbital gap (spin up / spin down) ... 9.34 / 7.20 eV
LUMO level (spin up / spin down) ... -0.5 / -0.8 eV

=====

Record 10
Formula: C2H4N3P3
Source: the OMol25 dataset
Level of theory: ωB97M-V/def2-TZVPD

Structure (ORCA input):
```
! RIJCOSX wB97M-V def2-TZVPD def2/J DEFGRID3
* xyz 0 1
C -1.77558 -0.16107 1.38241
C -1.44813 -0.29686 0.06491
N 1.39862 1.40836 -1.96432
N 2.59883 -0.13724 -0.27270
N -0.25346 0.25068 -0.36473
P -0.07320 0.65160 -1.95776
P 2.86793 1.02956 -1.40499
P 1.51664 -0.22992 0.92082
H -2.81812 -0.40198 1.53824
H -1.16152 0.44451 1.99985
H -2.08813 -0.90714 -0.50012
H 1.23610 -1.65049 0.55838
*
```

Output
Highest occupied orbital energy (spin up / spin down) ... -8.73 / -8.73 eV
Frontier orbital gap (spin up / spin down) ... 7.65 / 7.65 eV
LUMO level (spin up / spin down) ... -1.1 / -1.1 eV

=====

Record 11
Formula: C2H4N4
Source: the OMol25 dataset
Level of theory: ωB97M-V/def2-TZVPD

Structure (ORCA input):
```
! RIJCOSX wB97M-V def2-TZVPD def2/J DEFGRID3
* xyz 0 1
H 0.17963 0.65971 -2.01082
N 0.32141 0.79770 -1.00919
N -0.51766 1.61511 -0.52077
C -0.64717 1.36463 0.80700
N -0.43297 0.13800 1.23474
N -0.04071 -0.68034 0.27600
C 0.68103 -1.72187 0.33089
H -1.13556 2.08426 1.45306
H 1.26514 -1.99481 1.20241
H 0.69968 -2.32379 -0.57333
*
```

Output
Highest occupied orbital energy ... -8.36 eV
Structure (SMILES) ... [H]/N=N/C=N\N=C
Frontier orbital gap ... 8.57 eV
LUMO level ... 0.2 eV

=====

Record 12
Formula: C2H4N4
Source: the OMol25 dataset
Level of theory: ωB97M-V/def2-TZVPD

Structure (ORCA input):
```
! RIJCOSX wB97M-V def2-TZVPD def2/J DEFGRID3
* xyz 0 1
N -1.52618 -0.73406 -0.80137
C -0.57313 0.15432 -0.26979
N -0.25908 1.34209 -0.55687
N 1.52805 1.29827 0.52365
N 1.37106 0.13661 1.04200
C 0.24404 -0.43464 0.84737
H -1.09786 -1.64505 -0.96380
H -2.01017 -0.42462 -1.63728
H 2.52490 1.38403 0.22496
H -0.20163 -1.07695 1.59113
*
```

Output
Highest occupied orbital energy (spin up / spin down) ... -8.96 / -8.99 eV
Frontier orbital gap (spin up / spin down) ... 8.54 / 8.45 eV
LUMO level (spin up / spin down) ... -0.4 / -0.5 eV

=====

Relative energy (zero: lowest compared OMol25 entry of this formula, charge and spin)? In order: 3.4300, 3.2091, 3.8075, 2.5222, 3.4678, 4.2123, 2.7371, 7.9417, 4.1715, 0.8362, 4.2340, 4.0834 eV.
Calculated total energy? In order: -26786.5846, -26786.8055, -26786.2071, -26784.2411, -37620.9563, -37620.2118, -37621.6870, -8640.9729, -17940.3456, -34473.6114, -8095.0801, -8095.2307 eV.